# 1
16
Properties=species:S:1:pos:R:3 method="wB97M-V/def2-TZVPD" total_charge=+1 homo_lumo_gap_ev=8.97 homo_energy_ev=-14.09 total_energy_ev=-7839.7620
C 0.0812 1.6642 1.7729
C 0.2068 0.7649 0.6230
C -0.9103 0.2907 0.0380
N -0.8272 -0.3561 -1.2068
C -1.8751 -0.7207 -1.8544
H 1.0028 2.1632 2.0828
H -0.6697 2.4522 1.7102
H -0.1902 1.1108 2.6826
H 1.1859 0.4007 0.3361
H -1.8814 0.6365 0.3623
H 0.1104 -0.5279 -1.5608
H -1.6697 -1.1032 -2.8474
H -2.8830 -0.5156 -1.5300
H 2.8763 -0.8249 1.0051
H 2.7735 -2.2281 0.4846
O 2.4940 -1.3158 0.2792

=====

# 2
16
Properties=species:S:1:pos:R:3 method="wB97M-V/def2-TZVPD" total_charge=+1 homo_lumo_gap_ev=8.05 homo_energy_ev=-14.05 total_energy_ev=-7835.7436
C -1.6855 0.8624 0.4414
C -1.1520 -1.5614 -0.1589
C 2.5087 0.9540 -0.1798
C -1.1178 -0.1947 -0.4742
N 1.4507 0.0285 0.0622
O 1.6661 -1.1570 0.2908
H -1.4948 0.6366 1.5432
H -1.4314 1.8584 0.1715
H -2.8914 0.7876 0.2130
H -0.2046 -1.8688 0.1656
H -1.4118 -2.2056 -1.0726
H -1.7996 -1.7404 0.6655
H 2.5270 1.1140 0.9017
H 2.0930 1.7797 -0.7471
H 3.5585 0.4928 -0.5094
H -0.6150 0.2140 -1.3129

=====

# 3
16
Properties=species:S:1:pos:R:3 method="wB97M-V/def2-TZVPD" total_charge=+1 homo_lumo_gap_ev="7.11 / 7.11" homo_energy_ev="-12.13 / -12.13" total_energy_ev=-7834.8589
C -0.4313 -1.3131 0.6283
C -0.0867 1.2129 0.3012
C -0.7091 2.0029 1.1495
C 1.5136 0.4538 -1.7842
N -1.7002 -1.7031 0.4214
O 2.2731 -0.4258 -1.2120
H -0.0979 -1.3423 1.6578
H 0.2874 -1.6858 -0.0927
H -0.2185 0.0483 0.3723
H -1.3476 1.6489 1.9499
H -0.5936 3.0728 1.0967
H 0.5822 0.0995 -2.1940
H 1.8244 1.4684 -1.9807
H -2.3997 -1.5791 1.1355
H -2.0366 -1.8716 -0.5148
H 3.1407 -0.0866 -0.9341

=====

# 4
16
Properties=species:S:1:pos:R:3 method="wB97M-V/def2-TZVPD" total_charge=+1 homo_lumo_gap_ev=11.58 smiles="CC[NH2+]CC=O" homo_energy_ev=-15.24 total_energy_ev=-7840.5162
O -1.7571 -0.3810 -2.3441
C -1.4577 -1.2252 -1.5524
C -0.2553 -1.0243 -0.6123
N -0.0001 0.4554 -0.6032
C 0.0464 1.0736 0.7940
C 1.2167 0.5281 1.5693
H -1.9313 -2.2170 -1.5158
H 0.5659 -1.5055 -1.1397
H -0.5205 -1.3516 0.3866
H 0.8935 0.7048 -1.0264
H -0.7039 0.8796 -1.2252
H 0.1503 2.1433 0.6463
H -0.8933 0.7851 1.2532
H 1.2223 -0.5567 1.6970
H 2.2016 0.6957 1.1214
H 1.2226 0.9958 2.5513

=====

# 5
17
Properties=species:S:1:pos:R:3 method="wB97M-V/def2-TZVPD" total_charge=-1 homo_lumo_gap_ev=5.22 homo_energy_ev=-2.58 total_energy_ev=-9888.8806
C 1.6842 0.7904 0.4527
O 2.7955 -0.6515 0.0132
C 0.3747 0.5152 -0.3917
C -0.9009 1.0122 0.3986
C -2.1796 0.2014 -0.0844
O -2.2197 -1.1267 0.1713
N 0.1879 -0.8905 -0.7220
H 1.6371 0.3316 1.4028
H 1.9139 1.7684 0.7473
H 2.5406 0.5279 -0.1880
H 0.5524 1.0402 -1.3186
H -0.6807 0.8320 1.3750
H -1.1092 2.1205 0.4855
H -3.0032 0.8194 0.4147
H -2.3095 0.3002 -1.2148
H 1.1794 -1.1732 -0.2752
H -0.5137 -1.2234 -0.1015

=====

# 6
17
Properties=species:S:1:pos:R:3 method="wB97M-V/def2-TZVPD" total_charge=+1 homo_lumo_gap_ev=11.21 smiles="[NH3+][C@H](C=O)CCO" homo_energy_ev=-14.88 total_energy_ev=-9887.5464
O -1.9384 1.4765 -1.0445
C -0.8229 1.3171 -0.6375
C -0.3918 0.0715 0.1530
C 0.6852 -0.7145 -0.5995
C 2.0902 -0.4476 0.0557
O 2.0564 -0.7272 1.4611
N -1.7236 -0.6528 0.3036
H -0.0561 2.0496 -0.9192
H -0.0201 0.3906 1.1157
H 0.5785 -0.4821 -1.6562
H 0.4777 -1.7720 -0.4266
H 2.5698 0.4990 -0.1853
H 2.7552 -1.2491 -0.2629
H 1.7417 0.0644 1.9350
H -1.9282 -0.7364 1.2944
H -2.4905 -0.1103 -0.1148
H -1.7403 -1.6092 -0.0411

=====

# 7
17
Properties=species:S:1:pos:R:3 method="wB97M-V/def2-TZVPD" total_charge=+1 homo_lumo_gap_ev=11.73 smiles="CC[C@H]([NH3+])C(=O)O" homo_energy_ev=-15.46 total_energy_ev=-9888.4555
O 1.0199 -1.1454 -2.1345
C 0.0955 -0.5338 -1.7411
O -1.1086 -0.4316 -2.3902
C -0.1001 0.2971 -0.4355
C 0.9465 -0.2472 0.5822
C 1.0328 0.5643 1.8600
N -1.5096 0.1074 0.1100
H -1.1579 -0.7526 -3.3076
H -0.0416 1.3779 -0.5412
H 1.9064 -0.3209 0.0551
H 0.7794 -1.3259 0.6578
H 0.1557 0.4781 2.4911
H 1.2705 1.6131 1.6437
H 1.9893 0.2364 2.2676
H -2.1880 -0.0277 -0.6328
H -1.6748 0.8322 0.8060
H -1.4153 -0.7214 0.7094

=====

# 8
17
Properties=species:S:1:pos:R:3 method="wB97M-V/def2-TZVPD" total_charge=+1 homo_lumo_gap_ev=10.41 smiles="[NH3+][C@H](C=O)CCO" homo_energy_ev=-14.36 total_energy_ev=-9886.9517
O 0.7571 -2.7353 -0.0742
C 0.2384 -1.8781 0.5984
C 0.4242 -0.4888 0.0225
C -0.8525 0.2827 -0.4241
C -1.3561 1.2641 0.6432
O -0.4132 2.2042 1.1177
N 1.4217 -0.4041 -1.1026
H -0.1852 -2.0029 1.6097
H 0.8602 0.1979 0.8082
H -1.7078 -0.4416 -0.5770
H -0.8049 0.6691 -1.4612
H -1.6795 0.6459 1.5077
H -2.2440 1.8627 0.4261
H 0.4932 1.9183 1.0288
H 2.3748 -0.2215 -0.7791
H 1.4881 -1.2691 -1.6498
H 1.1853 0.3964 -1.6942

=====

# 9
17
Properties=species:S:1:pos:R:3 method="wB97M-V/def2-TZVPD" total_charge=+1 homo_lumo_gap_ev=11.83 smiles="C[NH2+][C@@H](C)C(=O)O" homo_energy_ev=-15.23 total_energy_ev=-9889.0076
O 0.0246 0.9206 2.1748
C -0.5542 1.3903 1.0469
C -0.2107 0.5455 -0.1749
N 0.8025 -0.5149 0.2022
C 1.4566 -1.1946 -0.9456
C -1.4642 -0.1110 -0.6977
O -1.2631 2.3405 0.9974
H -0.1938 1.5430 2.8938
H 0.2569 1.2166 -0.9022
H 0.2761 -1.1980 0.7559
H 1.5075 -0.1066 0.8143
H 2.1543 -1.9281 -0.5733
H 1.9709 -0.4640 -1.5662
H 0.7111 -1.6452 -1.5979
H -1.3136 -0.7531 -1.5552
H -1.9553 -0.6968 0.0892
H -2.2056 0.6557 -0.9614

=====

# 10
17
Properties=species:S:1:pos:R:3 method="wB97M-V/def2-TZVPD" total_charge=+1 homo_lumo_gap_ev=10.37 homo_energy_ev=-13.20 total_energy_ev=-9884.9551
C -0.0138 1.2361 0.6813
C -0.1074 0.4403 -0.4937
C 1.9416 -0.3156 0.5934
C -2.0315 -0.5397 -0.6137
N 0.5224 -0.1110 0.7217
O -1.6796 -1.7706 -0.3256
O -2.5273 -0.3918 -1.8576
H 0.7703 2.0492 0.6212
H -0.9539 1.5615 1.1258
H 0.5478 0.6119 -1.3636
H 2.3614 0.7071 0.6957
H 2.3784 -0.8655 1.4620
H 2.2490 -0.7628 -0.3566
H -2.3212 0.1493 0.1393
H -0.0207 -0.7714 1.3329
H -1.5599 -2.3968 -1.1107
H -3.3611 0.0778 -1.7305

=====

# 11
18
Properties=species:S:1:pos:R:3 method="wB97M-V/def2-TZVPD" total_charge=+1 homo_lumo_gap_ev="8.58 / 8.58" homo_energy_ev="-12.08 / -12.08" total_energy_ev=-20720.2495
C -1.1695 0.5817 -0.4296
C -0.4055 -0.9515 1.3514
C 0.2837 0.8750 -0.7635
C 1.1143 -0.3422 -0.2702
N -1.2882 -0.7566 0.1706
O 0.7552 2.0244 -0.0908
O 0.8160 -1.3672 -1.0797
S 2.6797 0.0122 0.4551
H -1.3687 1.3017 0.4662
H -1.7800 0.5447 -1.3868
H -0.1824 -1.9749 1.6862
H -0.2851 -0.1143 1.9198
H 0.5499 0.8114 -1.7794
H -2.3296 -0.8288 0.4100
H -1.2589 -1.5286 -0.5121
H 0.3240 2.7829 -0.5599
H 1.2792 -2.1420 -0.7537
H 2.2659 1.0720 1.1665

=====

# 12
18
Properties=species:S:1:pos:R:3 method="wB97M-V/def2-TZVPD" total_charge=-1 homo_lumo_gap_ev=8.41 homo_energy_ev=-4.55 total_energy_ev=-11944.2930
C -0.7986 -1.4490 0.1187
N -1.1978 -0.0660 0.1781
C -1.5479 0.2884 1.5407
C -0.2229 0.8728 -0.3701
C 0.3168 0.4330 -1.7426
O -0.3890 0.6511 -2.7302
O 1.4524 -0.1474 -1.7142
H -0.0712 -1.7708 0.8673
H -0.3828 -1.6903 -0.8548
H -1.6763 -2.0907 0.1877
H -0.6653 0.3042 2.1968
H -2.1829 -0.4948 1.9453
H -2.0458 1.2518 1.5999
H -0.7503 1.8119 -0.5582
H 0.6574 1.0365 0.2636
H 3.8314 0.7355 -0.4568
H 2.4802 0.0419 -0.5744
O 3.1925 0.2819 0.1031

=====

# 13
18
Properties=species:S:1:pos:R:3 method="wB97M-V/def2-TZVPD" total_charge=-1 homo_lumo_gap_ev=7.75 homo_energy_ev=-3.90 total_energy_ev=-11943.8411
C 0.4983 1.3919 0.5176
N 1.0622 0.4261 -0.4267
C 1.3946 -0.8132 0.2617
C 0.1257 0.1575 -1.5779
C -1.4573 0.2002 -1.3804
O -2.0765 0.4250 -2.4368
O -1.8848 -0.0484 -0.2379
H -0.3338 0.9802 1.0800
H 0.0655 2.2301 -0.0555
H 1.2712 1.9013 1.1072
H 0.5450 -1.2267 0.8528
H 2.1963 -0.5943 0.9649
H 1.6204 -1.5661 -0.4921
H 0.4149 0.8768 -2.3425
H 0.3307 -0.8465 -1.9535
H -0.5986 -0.7167 2.1785
H -1.9913 -1.2781 1.7449
O -1.1824 -1.4990 2.1958

=====

# 14
18
Properties=species:S:1:pos:R:3 method="wB97M-V/def2-TZVPD" total_charge=-1 homo_lumo_gap_ev=7.77 homo_energy_ev=-4.05 total_energy_ev=-11944.2565
C -1.8790 -1.1528 -1.5542
C -1.4433 -0.4999 -0.2651
N -0.0149 -0.6613 0.0372
C 0.8994 0.0318 -0.8696
C 1.5812 1.2797 -0.2062
O 1.4453 1.4959 1.0155
O 2.0569 2.0227 -1.0931
H -2.9246 -0.7868 -1.7289
H -2.1334 -2.2030 -1.4598
H -1.3462 -0.9957 -2.5175
H -1.7798 0.5355 -0.2123
H -2.0644 -0.9417 0.5277
H 0.1582 -0.4421 1.0071
H 0.3115 0.4094 -1.7298
H 1.5952 -0.7047 -1.3229
H 2.0623 1.0490 2.6879
H 1.3092 0.6791 4.0295
O 2.1662 0.8849 3.6543

=====

# 15
18
Properties=species:S:1:pos:R:3 method="wB97M-V/def2-TZVPD" total_charge=+1 homo_lumo_gap_ev=11.50 smiles="[NH3+][C@H](CCO)C(=O)O" homo_energy_ev=-15.07 total_energy_ev=-11935.5647
O 0.5489 -2.7120 -0.6230
C 0.9213 -1.7351 -0.0284
O 2.1211 -1.8013 0.5819
C 0.4031 -0.3143 -0.0966
C -1.1324 -0.1602 -0.1597
C -1.4104 0.9754 -1.1060
O -0.7895 2.1137 -0.4258
N 0.9218 0.4831 1.2317
H 2.4636 -2.7027 0.5200
H 0.9269 0.1736 -0.9317
H -1.6435 -1.2379 -0.4008
H -1.5852 -0.0446 0.8037
H -0.9827 0.9215 -2.0948
H -2.5020 1.2089 -1.1931
H -1.0951 3.0016 -0.6434
H 1.8098 0.1995 1.6593
H 0.2793 0.1732 1.9983
H 0.7450 1.4577 0.9082

=====

# 16
17
Properties=species:S:1:pos:R:3 method="wB97M-V/def2-TZVPD" homo_lumo_gap_ev="8.62 / 6.82" homo_energy_ev="-8.82 / -7.42" total_energy_ev=-17132.3309
C -0.4241 -2.7956 -1.5216
C 1.2510 1.6300 1.1469
C 1.9316 2.8241 1.8918
C -2.2493 -1.4480 -0.2836
N 0.7368 1.5213 0.0539
O -0.5996 -0.1623 -2.3003
P -0.5308 -1.1649 -0.9570
H 0.2176 -2.8968 -2.4096
H -0.1745 -3.4957 -0.7629
H 1.2888 0.8793 1.8358
H 3.0043 2.5838 1.6230
H 1.7715 3.7495 1.3526
H 1.6649 2.8402 2.9044
H -2.4302 -0.8173 0.5857
H -3.0195 -1.3181 -1.0132
H -2.2574 -2.5311 -0.2108
H -0.1811 0.6016 -1.9350

=====

# 17
17
Properties=species:S:1:pos:R:3 method="wB97M-V/def2-TZVPD" total_charge=-1 homo_lumo_gap_ev=6.12 smiles=C[C@@H](CS)NC[O-] homo_energy_ev=-2.85 total_energy_ev=-18681.7381
C -1.8310 -0.6220 -0.1361
C -0.4050 -0.1276 0.2074
C 0.7616 -0.9206 -0.4222
S 0.9226 -2.5831 0.5730
N -0.2269 1.2773 -0.1600
C 1.0925 1.9525 0.1697
O 2.2085 1.4966 -0.3758
H -2.5498 0.1944 -0.1180
H -2.0436 -1.5605 0.3592
H -1.8083 -0.7047 -1.2343
H -0.1244 -0.1877 1.2652
H 1.7316 -0.4147 -0.3990
H 0.5340 -1.2478 -1.4458
H 0.1907 -2.9519 1.6397
H -0.3966 1.4162 -1.1542
H 1.1263 1.9689 1.2955
H 0.8179 3.0145 -0.0643

=====

# 18
17
Properties=species:S:1:pos:R:3 method="wB97M-V/def2-TZVPD" total_charge=+1 homo_lumo_gap_ev=10.18 homo_energy_ev=-14.02 total_energy_ev=-18674.4840
C -2.4838 -0.5857 0.0765
C -2.5061 0.7663 0.6409
C 3.1827 -1.1593 -0.3067
C 1.5565 1.0128 0.1721
N -1.5976 0.4580 -0.4322
O 0.7123 0.0685 0.1287
S 3.2332 0.6553 -0.0207
H -1.9437 -1.4549 0.6158
H -3.1894 -1.0536 -0.5588
H -3.2816 1.5120 0.5213
H -1.9962 1.0351 1.5464
H 4.1762 -1.4683 -0.8001
H 2.3848 -1.2026 -1.0875
H 2.8990 -1.7474 0.6147
H 1.2068 2.0878 0.5586
H -1.9228 0.7266 -1.3985
H -0.4303 0.3495 -0.2703

=====

# 19
17
Properties=species:S:1:pos:R:3 method="wB97M-V/def2-TZVPD" total_charge=+1 homo_lumo_gap_ev="5.07 / 8.47" multiplicity=3 homo_energy_ev="-8.18 / -15.23" total_energy_ev=-18668.7773
C -1.4150 -1.1378 0.1540
C -2.2059 0.0335 0.4418
C 2.3868 -0.4305 -0.9739
C 0.3502 0.6393 0.6957
N -0.8273 0.1577 -0.0669
O 0.7322 1.8546 0.1515
S 1.7663 -0.4942 0.8359
H -0.9777 -1.8558 0.8116
H -1.6835 -1.7042 -0.6967
H -2.8553 0.4554 -0.3551
H -2.5080 0.0997 1.4939
H 3.2058 -1.0338 -1.0120
H 2.5707 0.6765 -1.1234
H 1.8104 -1.0714 -1.6894
H 0.0035 0.7126 1.7961
H -0.8254 0.4269 -1.0697
H 0.4720 2.6715 0.6067

=====

# 20
15
Properties=species:S:1:pos:R:3 method="wB97M-V/def2-TZVPD" homo_lumo_gap_ev=10.06 smiles="C/C=C/C.O" homo_energy_ev=-9.03 total_energy_ev=-6356.4907
C 2.0621 0.0613 -0.4589
C 0.6955 -0.5747 -0.4026
C -0.4505 0.0368 -0.7315
C -1.8207 -0.5677 -0.5907
O -0.8035 0.9154 1.4937
H 2.0158 1.1500 -0.3295
H 2.5273 -0.1425 -1.4279
H 2.7437 -0.3213 0.3115
H 0.6463 -1.6426 -0.1970
H -0.0441 0.4021 1.1331
H -0.4186 1.0562 -1.1247
H -2.1606 -0.9449 -1.5585
H -1.8157 -1.3873 0.1360
H -2.5456 0.1673 -0.2260
H -0.7039 1.8457 1.2654